[1]
Molecular formula: C10H14N4
Method: DFT, ωB97M-V with the def2-TZVPD basis set

Last column: Löwdin charge in e.
Geometry (Å):
C  3.9427  0.8844  0.1572  0.0502
C  3.3169  -0.1819  -0.5376  0.0716
C  3.1063  1.7246  0.8822  -0.0176
C  1.9440  -0.2724  -0.7349  -0.2220
C  1.1885  0.6526  0.0184  0.0534
C  -2.5531  1.9532  -0.9335  -0.1092
C  -0.9382  0.7955  -0.0845  -0.0558
C  -3.0502  0.0323  0.4961  -0.0284
C  1.3388  -1.1002  -1.7945  -0.0013
C  -1.0689  -1.1059  1.4373  -0.0245
N  1.7761  1.5963  0.7670  0.0953
N  -3.4475  1.1120  -0.4875  0.1433
N  -1.2961  1.8923  -0.6792  0.1538
N  -1.5953  -0.1226  0.5553  -0.1047
H  4.9313  1.1170  0.3302  0.1073
H  3.8316  -0.9091  -1.0856  0.1268
H  3.5648  2.5087  1.6078  0.1929
H  -2.7989  2.7421  -1.5061  0.1296
H  -3.3808  0.4038  1.4063  0.1207
H  -3.6412  -0.9133  0.0447  0.2086
H  1.6536  -0.6795  -2.7060  0.1022
H  1.7801  -2.0585  -1.7733  0.0891
H  0.3011  -1.3867  -1.5688  0.0987
H  -1.6176  -1.1452  2.4652  0.1478
H  0.0769  -1.1309  1.4267  0.1153
H  -1.3739  -2.1977  0.9958  0.1615
H  -4.4506  1.2741  -0.5154  0.1840
H  1.1756  2.2739  1.3128  0.2114

Atoms 1-3, force components in eV/Å:
-3.5 -0.8 0.6
0.4 1.7 0.2
1.6 1.0 0.7

The calculation puts the calculated total energy at -16537.4182 eV. Its net charge is +2. The relative energy (zero: lowest compared OMol25 entry of this formula, charge and spin) is 46.49 kcal/mol.



[2]
Molecular formula: C53H46BMgN2O4S2
Method: DFT, ωB97M-V with the def2-TZVPD basis set

Last column: Löwdin charge in e.
Geometry (Å):
Mg  2.0208  0.7314  -1.0517  0.7180
C  -4.7448  6.0085  0.5080  -0.0392
C  -3.7677  4.8722  0.4237  -0.2534
C  -3.3734  4.3438  -0.8034  -0.0153
C  -2.4604  3.3057  -0.8760  -0.0488
C  -1.9433  2.7834  0.2957  -0.3565
C  -2.2908  3.3111  1.5316  -0.0696
C  -3.2071  4.3455  1.5880  -0.0260
S  -0.8080  1.3984  0.2917  1.0748
O  -0.0047  1.4854  -0.9810  -0.5727
C  -2.0084  0.0349  0.1303  -0.2821
C  -2.2962  -0.5399  1.3879  -0.0876
C  -3.0779  -1.6500  1.4850  -0.0090
C  -3.6140  -2.2505  0.3236  -0.1529
C  -4.3877  -3.4321  0.3943  -0.0222
C  -4.8899  -4.0029  -0.7399  -0.0601
C  -4.6404  -3.4185  -1.9964  -0.0518
C  -3.8943  -2.2782  -2.0974  -0.0071
C  -3.3622  -1.6567  -0.9407  -0.1086
C  -2.5401  -0.4876  -1.0297  -0.1317
C  -2.2459  0.0471  -2.3919  -0.1489
C  -3.2264  0.7420  -3.1518  -0.1282
C  -4.5143  1.0260  -2.6368  -0.0183
C  -5.4318  1.6995  -3.3916  -0.0568
C  -5.1200  2.1127  -4.7029  -0.0610
C  -3.8821  1.8617  -5.2225  -0.0211
C  -2.9014  1.1823  -4.4620  -0.1467
C  -1.5998  0.9594  -4.9708  0.0073
C  -0.6642  0.3081  -4.2235  -0.0426
C  -1.0131  -0.1752  -2.9524  -0.2815
S  0.2441  -1.0088  -1.9740  1.0487
O  1.5447  -0.5083  -2.5531  -0.4987
C  -0.0385  -2.6547  -2.6173  -0.3335
C  0.2052  -3.0141  -3.9330  -0.0386
C  -0.1264  -4.2906  -4.3499  -0.0160
C  -0.7163  -5.2048  -3.4753  -0.2535
C  -1.0695  -6.5880  -3.9442  -0.0383
C  -0.9325  -4.8281  -2.1528  -0.0231
C  -0.5812  -3.5611  -1.7183  -0.0793
H  -5.1806  6.2343  -0.4634  0.0788
H  -4.2467  6.9081  0.8739  0.0913
H  -5.5519  5.7812  1.2049  0.0869
H  -3.7878  4.7480  -1.7190  0.1201
H  -2.1364  2.9150  -1.8312  0.1144
H  -1.8413  2.9215  2.4377  0.1134
H  -3.4901  4.7575  2.5489  0.1229
H  -1.8731  -0.0850  2.2771  0.1108
H  -3.2847  -2.0968  2.4498  0.1239
H  -4.5741  -3.8720  1.3665  0.1179
H  -5.4883  -4.9023  -0.6749  0.1108
H  -5.0473  -3.8739  -2.8898  0.1125
H  -3.7028  -1.8450  -3.0693  0.1231
H  -4.7586  0.7072  -1.6306  0.1250
H  -6.4115  1.9184  -2.9868  0.1109
H  -5.8614  2.6330  -5.2943  0.1100
H  -3.6292  2.1737  -6.2285  0.1183
H  -1.3562  1.3184  -5.9630  0.1238
H  0.3485  0.1597  -4.5760  0.1150
H  0.6564  -2.3072  -4.6185  0.1178
H  0.0734  -4.5887  -5.3718  0.1212
H  -1.3119  -6.5925  -5.0058  0.0822
H  -1.9197  -6.9892  -3.3940  0.0811
H  -0.2223  -7.2588  -3.7865  0.0911
H  -1.3804  -5.5277  -1.4573  0.1221
H  -0.7215  -3.2754  -0.6808  0.1056
N  4.3277  -1.1153  -1.1410  0.1354
C  3.6963  -2.3354  -0.9800  -0.2473
C  4.1011  -3.4768  -1.6383  -0.0106
C  3.5157  -4.7220  -1.3646  -0.0627
C  2.5568  -4.8572  -0.3965  -0.0436
C  2.0921  -3.7114  0.2782  -0.1655
C  1.1469  -3.7549  1.3276  -0.0042
C  0.7326  -2.5943  1.9210  -0.0360
C  1.1894  -1.3718  1.3994  -0.1242
N  2.0683  -1.2897  0.4285  0.0723
C  2.5975  -2.4346  -0.0766  -0.1694
H  4.4365  -0.5840  -0.2829  0.0659
H  5.1689  -1.1481  -1.6916  0.1108
H  4.9240  -3.4196  -2.3411  0.1168
H  3.8781  -5.5991  -1.8848  0.1107
H  2.1547  -5.8286  -0.1389  0.1154
H  0.7685  -4.7145  1.6594  0.1265
H  0.0512  -2.5982  2.7605  0.1101
H  0.8119  -0.4309  1.7878  0.1027
C  3.3084  3.6591  6.4896  -0.0487
C  4.6873  3.6231  5.8126  -0.5615
C  5.1278  5.0581  5.4783  -0.0441
C  5.6927  3.0321  6.8019  -0.0695
C  4.6051  2.8210  4.5133  -0.1680
C  5.4219  1.7188  4.2627  -0.0225
C  5.3810  1.0105  3.0626  0.0216
C  4.4862  1.4401  2.1127  -0.2001
O  4.2027  0.9403  0.8602  0.0413
B  3.1531  1.7191  0.3327  -0.4682
O  2.8194  2.6939  1.2683  0.1146
C  3.6460  2.5178  2.3559  -0.1893
C  3.6898  3.2248  3.5336  0.0600
H  3.3689  4.2156  7.4268  0.0861
H  2.9612  2.6477  6.7091  0.0897
H  2.5637  4.1462  5.8601  0.0732
H  5.2190  5.6483  6.3924  0.0862
H  4.4074  5.5528  4.8262  0.0778
H  6.0958  5.0528  4.9747  0.0924
H  5.7275  3.6582  7.6941  0.0865
H  6.6976  3.0021  6.3781  0.0858
H  5.4067  2.0236  7.1062  0.0884
H  6.1217  1.3858  5.0156  0.1006
H  6.0231  0.1570  2.8892  0.1205
H  3.0274  4.0671  3.6804  0.1253

Atoms 1-3, force components in eV/Å:
-0.6 -0.8 -1.1
0.0 0.0 0.0
0.1 0.0 0.1

The calculation puts the calculated total energy at -94669.2647 eV. Its net charge is +1. The relative energy (zero: lowest compared OMol25 entry of this formula, charge and spin) is 31.60 kcal/mol.



[3]
Molecular formula: C3H12N
Method: DFT, ωB97M-V with the def2-TZVPD basis set

Last column: Löwdin charge in e.
Geometry (Å):
N  -2.2876  -0.6813  -0.1397  0.3369
H  -2.7641  -1.5110  -0.4801  0.1591
H  -2.8600  0.0655  -0.5561  0.1690
H  -2.2944  -0.5259  0.8767  0.1707
H  -1.3515  -0.7179  -0.5572  0.1018
C  1.0694  -0.9138  0.3403  -0.1537
C  1.0244  0.2663  -0.6190  -0.3010
C  1.0284  1.5711  0.2370  -0.1008
H  1.9979  -1.0435  0.9072  0.0868
H  0.7949  -1.9000  -0.0464  0.0713
H  0.4660  -0.7683  1.2578  0.0672
H  0.0992  0.2427  -1.2026  0.0665
H  1.8729  0.2998  -1.2954  0.1099
H  1.2042  2.4297  -0.4096  0.0753
H  0.1033  1.6687  0.7990  0.0615
H  1.8970  1.5180  0.8882  0.0796

Atoms 1-3, force components in eV/Å:
-0.8 0.5 -0.7
-0.2 -0.7 0.7
0.5 0.3 0.0

The calculation puts the calculated total energy at -4788.5645 eV. Its net charge is +1. The relative energy (zero: lowest compared OMol25 entry of this formula, charge and spin) is 13.17 kcal/mol.



[4]
Molecular formula: C8H16Cl8N3O9V
Method: DFT, ωB97M-V with the def2-TZVPD basis set

Last column: Mulliken spin population.
Geometry (Å):
V  0.9993  0.8725  3.5036  2.2095
N  -0.0064  -2.3419  3.5082  0.0002
O  0.3467  -1.1118  3.7608  -0.0251
O  -0.8856  -2.5800  2.7000  0.0029
O  0.6490  -3.2221  4.0797  -0.0063
N  0.8702  0.6837  0.8523  -0.0145
O  -0.1035  0.5544  1.6474  -0.0738
O  1.9166  0.8586  1.5377  -0.0390
O  0.8139  0.4897  -0.3308  0.0108
N  1.8064  3.4516  3.3344  -0.0129
O  2.0916  4.6009  3.3657  0.0122
O  2.5253  2.5050  3.7480  -0.0342
O  0.6617  2.9955  2.9546  -0.0319
Cl  -3.7248  -0.3111  -2.8868  0.0000
C  -3.1237  -1.9686  -2.6066  0.0000
C  -2.7890  -2.1664  -1.1342  -0.0001
Cl  -2.3486  -3.8526  -0.8090  0.0000
H  -2.2981  -2.1709  -3.2786  0.0000
H  -3.9918  -2.5820  -2.8323  0.0000
H  -3.6337  -1.9170  -0.4985  0.0000
H  -1.9498  -1.5419  -0.8310  0.0001
Cl  -2.6907  2.0640  1.5320  0.0008
C  -3.0627  2.1836  -0.2254  0.0000
C  -4.5616  2.1082  -0.4386  0.0001
Cl  -5.3225  0.6212  0.1258  0.0000
H  -2.5199  1.3768  -0.7138  -0.0001
H  -2.6314  3.1168  -0.5794  0.0001
H  -4.7580  2.1599  -1.5113  0.0000
H  -5.0228  3.0004  -0.0195  0.0000
Cl  5.1007  2.0721  -1.7995  0.0000
C  3.4227  2.6172  -1.4943  0.0005
C  2.5658  2.4515  -2.7030  0.0000
Cl  2.6978  3.8540  -3.8174  0.0000
H  3.5407  3.6662  -1.2217  0.0000
H  3.0943  2.1756  -0.5569  0.0007
H  1.4970  2.4043  -2.4895  0.0000
H  2.7352  1.5207  -3.2407  0.0000
Cl  2.8269  -2.4120  1.5971  0.0004
C  2.4460  -2.8447  -0.0816  -0.0002
C  2.0791  -4.3235  -0.1152  0.0000
Cl  1.7299  -4.8579  -1.7649  0.0000
H  3.2935  -2.6113  -0.7209  0.0001
H  1.6038  -2.2239  -0.3807  0.0001
H  1.2087  -4.4753  0.5181  0.0000
H  2.9020  -4.8897  0.3166  0.0000

Atoms 1-3, force components in eV/Å:
-0.4 -0.5 -4.5
0.7 -3.1 -0.6
1.0 3.6 0.8

The calculation puts the calculated total energy at -157309.6786 eV. As for the multiplicity: 3. The relative energy (zero: lowest compared OMol25 entry of this formula, charge and spin) is 21.98 kcal/mol.